The following is a DFT calculation (the ωB97M-V functional and the def2-TZVPD basis) of a structure of composition C37H43FeN4O6.

```
91
C37H43FeN4O6 the ωB97M-V functional and the def2-TZVPD basis
Fe -1.194 0.078 -0.119
C -3.065 -0.483 3.981
C -3.047 -0.381 2.467
O -2.013 0.047 1.913
C -4.221 -0.767 1.800
C -4.426 -0.831 0.420
C -5.804 -1.183 -0.076
N -3.478 -0.588 -0.462
N -3.768 -0.752 -1.745
C -2.880 -0.361 -2.645
O -1.893 0.382 -2.392
C -3.158 -0.794 -4.032
C -2.091 -1.095 -4.874
C -2.325 -1.458 -6.186
C -3.620 -1.497 -6.675
C -4.688 -1.229 -5.833
C -4.460 -0.896 -4.510
H -2.697 -1.467 4.266
H -4.065 -0.352 4.381
H -2.398 0.259 4.406
H -5.061 -1.034 2.420
H -6.485 -1.363 0.752
H -5.751 -2.068 -0.708
H -6.181 -0.364 -0.688
H -1.089 -1.053 -4.475
H -1.497 -1.707 -6.835
H -3.800 -1.735 -7.714
H -5.697 -1.276 -6.216
H -5.278 -0.696 -3.838
C 5.558 -1.669 -0.540
C 5.407 -0.178 -0.881
C 5.938 0.096 -2.294
C 6.232 0.643 0.113
C 3.924 0.142 -0.822
C 3.048 -0.469 -1.719
C 1.688 -0.256 -1.599
N 1.161 0.527 -0.674
C 1.975 1.164 0.175
C 3.358 0.985 0.128
C 1.290 2.055 1.135
C 1.951 2.884 2.044
C 1.224 3.733 2.871
C -0.163 3.706 2.738
C -0.741 2.848 1.823
N -0.041 2.042 1.046
C 1.858 4.653 3.900
C 1.437 6.103 3.623
C 1.347 4.215 5.280
C 3.387 4.574 3.894
H 6.604 -1.962 -0.576
H 5.001 -2.287 -1.238
H 5.174 -1.867 0.459
H 7.009 -0.083 -2.332
H 5.753 1.131 -2.572
H 5.462 -0.546 -3.029
H 7.279 0.355 0.039
H 5.908 0.464 1.136
H 6.161 1.707 -0.106
H 3.407 -1.119 -2.499
H 0.977 -0.743 -2.250
H 3.983 1.506 0.835
H 3.026 2.868 2.105
H -0.791 4.331 3.349
H -1.810 2.814 1.689
H 0.358 6.218 3.661
H 1.781 6.425 2.643
H 1.874 6.759 4.372
H 0.265 4.298 5.334
H 1.776 4.830 6.068
H 1.618 3.178 5.461
H 3.792 4.898 2.937
H 3.719 3.558 4.104
H 3.792 5.227 4.665
O -0.328 -4.653 1.595
C -0.894 -5.020 0.431
C -1.164 -6.367 0.188
C -1.783 -6.753 -0.985
C -2.158 -5.813 -1.935
C -1.864 -4.483 -1.719
C -1.218 -4.079 -0.555
C -0.896 -2.637 -0.391
O -0.590 -2.174 0.747
O -0.935 -1.902 -1.403
H -0.293 -3.664 1.597
H -0.886 -7.096 0.935
H -1.985 -7.801 -1.158
H -2.670 -6.113 -2.837
H -2.130 -3.719 -2.434
O -2.220 2.449 -0.785
H -2.433 1.887 -1.551
H -1.372 2.840 -1.012
```

Results
E, eV: -91702.2514
Energy above the lowest of the compared OMol25 structures with the same formula, charge and spin, kcal/mol: 11.0
<S²>: 8.786
Multiplicity: 6


The following is a DFT calculation (the ωB97M-V functional and the def2-TZVPD basis) of a structure of composition C37H43LaN2O4P2S2Si2.

```
93
C37H43LaN2O4P2S2Si2 the ωB97M-V functional and the def2-TZVPD basis
La -1.774 -0.544 0.142
C -1.169 4.949 0.808
Si -2.004 3.272 0.787
C -2.820 3.050 2.441
C -3.335 3.448 -0.488
N -0.957 1.913 0.580
P 0.213 1.763 -0.550
C 0.500 0.208 -1.080
P 1.354 -0.897 -0.117
N 0.514 -2.227 0.270
Si 0.231 -3.482 -0.869
C -0.058 -2.965 -2.634
C 1.660 -4.695 -0.945
C -1.276 -4.432 -0.337
C 2.939 -1.377 -0.974
C 3.871 -2.217 -0.354
C 5.024 -2.619 -1.014
C 5.259 -2.194 -2.320
C 4.342 -1.363 -2.949
C 3.190 -0.951 -2.274
C 2.056 -0.344 1.511
C 1.313 -0.625 2.663
C 1.755 -0.213 3.917
C 2.963 0.463 4.043
C 3.723 0.730 2.910
C 3.265 0.341 1.655
C -0.294 2.742 -2.060
C -1.261 2.198 -2.913
C -1.733 2.895 -4.016
C -1.234 4.161 -4.310
C -0.271 4.718 -3.482
C 0.188 4.014 -2.366
C 1.703 2.694 0.003
C 1.797 3.229 1.278
C 2.959 3.877 1.698
C 4.047 3.977 0.843
C 3.979 3.414 -0.432
C 2.817 2.771 -0.841
H -1.896 5.680 1.193
H -0.894 5.252 -0.209
H -0.271 5.003 1.432
H -3.569 3.831 2.638
H -2.071 3.065 3.243
H -3.330 2.077 2.477
H -4.160 4.033 -0.054
H -3.745 2.492 -0.825
H -2.959 3.981 -1.367
H 0.795 -2.419 -3.051
H -0.937 -2.324 -2.739
H -0.225 -3.876 -3.229
H 2.454 -4.337 -1.615
H 1.315 -5.673 -1.317
H 2.093 -4.836 0.054
H -2.197 -3.864 -0.522
H -1.244 -4.661 0.734
H -1.373 -5.371 -0.900
H 3.678 -2.567 0.657
H 5.734 -3.273 -0.518
H 6.156 -2.512 -2.842
H 4.517 -1.033 -3.966
H 2.455 -0.297 -2.737
H 0.403 -1.216 2.588
H 1.157 -0.439 4.794
H 3.313 0.777 5.020
H 4.664 1.262 2.999
H 3.861 0.576 0.782
H -1.678 1.219 -2.728
H -2.503 2.446 -4.633
H -1.598 4.709 -5.173
H 0.122 5.708 -3.692
H 0.921 4.482 -1.719
H 0.959 3.104 1.956
H 3.018 4.281 2.703
H 4.953 4.475 1.170
H 4.835 3.465 -1.096
H 2.768 2.306 -1.821
O -2.928 -1.351 -1.526
S -4.194 -0.524 -1.256
O -4.208 0.588 -2.184
O -3.925 -0.001 0.148
O -5.349 -1.380 -1.266
S -2.201 -1.841 2.761
C -3.259 -3.252 2.617
C -3.051 -4.371 3.438
C -3.840 -5.511 3.336
C -4.872 -5.582 2.404
C -5.094 -4.482 1.583
C -4.308 -3.339 1.694
H -2.238 -4.331 4.156
H -3.641 -6.355 3.988
H -5.480 -6.475 2.312
H -5.884 -4.500 0.837
H -4.523 -2.501 1.044
```

Results
E, eV: -107110.3144
Energy above the lowest of the compared OMol25 structures with the same formula, charge and spin, kcal/mol: 21.1
Net charge: -2


The following is a DFT calculation (the ωB97M-V functional and the def2-TZVPD basis) of a cluster of 4 separate species, C37H43N4O8S in total.

```
93
C37H43N4O8S the ωB97M-V functional and the def2-TZVPD basis
C -0.013 -4.312 0.311
C 1.100 -3.321 -0.201
N 1.694 -2.470 0.883
C 3.013 -1.995 0.386
C 3.802 -1.121 1.429
C 3.157 0.269 1.768
C 3.198 1.376 0.663
N 2.010 0.941 -0.153
S 1.677 2.404 -1.060
C 1.059 0.552 0.851
N -0.220 0.337 0.774
C -0.956 0.481 -0.504
C -1.937 1.744 -0.553
C -1.825 2.495 -1.952
O -3.305 1.300 -0.474
C -3.658 0.962 0.872
C -4.343 -0.460 0.897
C -4.875 -1.048 2.132
C -5.466 -2.395 2.064
C -5.580 -3.149 0.809
C -5.055 -2.564 -0.423
C -4.457 -1.213 -0.356
N 1.724 0.346 2.118
C 1.856 -3.293 2.088
C 0.897 -3.182 3.314
O 2.786 -4.072 2.143
H 0.462 -5.218 0.780
H -0.802 -3.841 0.948
H -0.547 -4.703 -0.605
H 0.648 -2.708 -1.026
H 1.910 -3.945 -0.690
H 2.798 -1.459 -0.583
H 3.678 -2.867 0.098
H 4.804 -0.896 0.953
H 4.049 -1.741 2.336
H 3.717 0.643 2.673
H 3.076 2.333 1.251
H 4.206 1.343 0.183
H 1.760 1.977 -2.378
H -0.760 0.060 1.594
H -0.266 0.438 -1.386
H -1.632 -0.421 -0.615
H -1.667 2.466 0.262
H -1.241 1.908 -2.707
H -2.867 2.606 -2.368
H -1.408 3.533 -1.847
H -2.769 0.896 1.556
H -4.365 1.730 1.298
H -4.836 -0.504 3.109
H -5.894 -2.886 2.976
H -6.054 -4.155 0.766
H -5.084 -3.086 -1.432
H -4.073 -0.815 -1.325
H 1.492 1.058 2.822
H 0.777 -2.120 3.672
H -0.101 -3.605 3.022
H 1.352 -3.810 4.127
C -8.090 -4.617 -4.189
C -6.877 -4.431 -3.672
C -5.918 -3.484 -4.283
O -4.809 -3.316 -3.812
C -6.358 -2.751 -5.491
C -7.571 -2.936 -6.010
C -8.531 -3.883 -5.398
O -9.636 -4.051 -5.868
H -8.804 -5.306 -3.756
H -6.539 -4.959 -2.788
H -5.643 -2.062 -5.924
H -7.909 -2.408 -6.893
C 3.915 4.683 -2.925
C 4.677 5.772 -3.012
C 5.366 6.128 -4.275
O 6.060 7.117 -4.355
C 5.172 5.226 -5.434
C 4.410 4.138 -5.345
C 3.723 3.783 -4.084
O 3.024 2.787 -4.007
H 3.406 4.408 -2.010
H 4.828 6.441 -2.175
H 5.682 5.502 -6.349
H 4.259 3.468 -6.182
C 5.360 4.022 5.794
C 4.395 3.668 4.947
C 3.590 2.448 5.167
O 2.707 2.124 4.390
C 3.893 1.634 6.364
C 4.858 1.985 7.213
C 5.666 3.207 6.994
O 6.542 3.529 7.766
H 5.960 4.911 5.649
H 4.158 4.252 4.066
H 3.292 0.745 6.508
H 5.094 1.401 8.093
```

Results
E, eV: -72229.3745
Net charge: +1